ORCA calculation (wB97M-V/def2-TZVPD) on a 4-piece molecular cluster, C4H16O4 overall in a non-equilibrium geometry.

## Properties
E_LUMO (spin up / spin down) = -3.32 / -9.99 eV
Highest occupied orbital energy (spin up / spin down) = -13.26 / -13.26 eV
Electronic energy = -462.49337 Eh
2S+1 = 2
Energy relative to the best compared isomer or geometry (same formula, charge and spin) = 3.1573 eV
Charge = +1
HOMO-LUMO gap (spin up / spin down) = 9.94 / 3.27 eV

Structure (XYZ):
```
24
Properties=species:S:1:pos:R:3:forces:R:3:lowdin_spin:R:1
C 0.4516 -1.7293 0.4592 -2.197 1.137 0.551 0.01
O 1.3667 -1.5822 -0.5952 1.017 -0.029 0.318 0.03
H 0.8375 -1.4709 1.4453 0.514 -0.659 -0.145 0.00
H -0.3249 -0.9807 0.3022 -0.229 0.371 0.099 0.00
H -0.1576 -2.6317 0.4079 0.775 -0.518 0.327 0.00
H 0.8474 -1.8692 -1.3499 0.396 0.063 -0.781 0.00
C -1.0354 0.1563 -2.3309 -0.941 -0.503 -0.231 0.00
O -1.5684 -1.1353 -2.6849 0.621 0.338 0.256 0.00
H -1.1509 0.8619 -3.1537 0.208 -0.002 -0.085 0.00
H -1.6172 0.5375 -1.4916 0.374 0.221 0.146 0.00
H 0.0165 0.0333 -2.0731 -0.086 0.135 -0.019 0.00
H -2.5089 -1.1181 -2.4934 -0.066 -0.107 -0.126 0.00
C 3.2159 1.2595 0.8178 0.190 -0.727 -0.930 0.13
O 3.4290 0.1355 -0.0454 1.758 2.782 1.058 0.72
H 3.2647 0.7882 1.7994 -0.110 -0.442 0.875 0.08
H 4.0082 2.0080 0.8132 0.083 -0.345 -0.630 0.01
H 2.2004 1.6447 0.7254 -0.167 -0.050 -0.102 0.03
H 2.6381 -0.4062 -0.0980 -2.120 -1.712 -0.678 0.01
C -2.0390 1.0913 1.5145 1.018 -0.498 -0.668 0.00
O -2.9046 0.2198 2.1740 -0.221 0.092 1.058 0.00
H -2.1000 2.1721 1.6417 -1.120 0.099 -0.113 0.00
H -1.0230 0.9444 1.8811 0.086 -0.628 0.244 0.00
H -2.0421 0.7470 0.4803 0.240 0.833 -0.388 0.00
H -3.8039 0.3236 1.8544 -0.023 0.149 -0.035 0.00
```
Positions in Å, forces in eV/Å.